{"formula": "C33H36I2N5O4RbS2", "method": "the ωB97M-V functional and the def2-TZVPD basis", "orbital_gap_ev": 7.91, "homo_energy_ev": -7.641, "multiplicity": 1, "lumo_ev": 0.265, "e_above_lowest_kj_mol": 60.7, "elements": ["Rb", "N", "C", "C", "C", "C", "C", "C", "S", "O", "O", "N", "C", "N", "C", "C", "C", "N", "H", "H", "H", "H", "H", "H", "H", "H", "H", "O", "C", "C", "C", "C", "C", "C", "C", "C", "N", "H", "H", "H", "H", "H", "H", "H", "H", "H", "H", "H", "I", "C", "I", "H", "H", "O", "S", "C", "C", "C", "C", "C", "C", "C", "C", "C", "C", "C", "C", "C", "C", "H", "H", "H", "H", "H", "H", "H", "H", "H", "H", "H", "H", "H", "H"], "coordinates": [[-1.33, -1.26, -0.02], [-3.75, 6.54, 3.75], [-3.49, 5.36, 3.07], [-2.20, 4.82, 3.05], [-1.95, 3.61, 2.42], [-2.99, 2.93, 1.80], [-4.27, 3.45, 1.81], [-4.52, 4.65, 2.45], [-2.64, 1.40, 1.01], [-3.92, 0.72, 0.82], [-1.71, 0.70, 1.89], [-1.85, 1.59, -0.36], [-2.42, 2.25, -1.39], [-1.79, 2.13, -2.58], [-2.24, 2.87, -3.58], [-3.32, 3.73, -3.46], [-3.93, 3.75, -2.22], [-3.50, 3.04, -1.19], [-2.96, 7.16, 3.85], [-4.57, 7.04, 3.44], [-1.39, 5.35, 3.54], [-0.96, 3.19, 2.42], [-5.06, 2.91, 1.31], [-5.53, 5.06, 2.46], [-1.72, 2.76, -4.53], [-3.68, 4.32, -4.29], [-4.80, 4.38, -2.03], [-3.82, -2.18, 0.57], [-3.91, -2.46, 1.97], [-3.13, -3.71, 2.32], [-1.60, -3.65, 2.25], [-0.94, -2.53, 3.04], [-1.46, -2.08, 4.25], [-0.81, -1.08, 4.94], [0.36, -0.56, 4.41], [0.81, -1.06, 3.21], [0.18, -2.02, 2.53], [-4.08, -1.25, 0.45], [-4.96, -2.63, 2.23], [-3.56, -1.59, 2.54], [-3.47, -4.52, 1.66], [-3.42, -4.01, 3.33], [-1.23, -3.62, 1.23], [-1.22, -4.59, 2.65], [-2.38, -2.50, 4.63], [-1.21, -0.71, 5.88], [0.90, 0.23, 4.91], [1.71, -0.67, 2.76], [-2.77, -4.12, -2.72], [-1.72, -2.88, -4.09], [-1.83, -0.82, -3.62], [-2.15, -3.04, -5.07], [-0.68, -3.18, -4.05], [0.39, -2.77, -1.56], [1.88, -2.58, -1.51], [2.13, -1.19, -0.37], [3.55, -0.69, -0.31], [3.81, 0.66, -0.54], [5.11, 1.14, -0.51], [6.16, 0.27, -0.27], [5.91, -1.07, -0.04], [4.61, -1.55, -0.05], [2.32, -1.75, -3.05], [3.80, -1.72, -3.31], [4.54, -2.90, -3.41], [5.90, -2.86, -3.62], [6.56, -1.64, -3.73], [5.84, -0.46, -3.64], [4.47, -0.50, -3.43], [1.80, -1.60, 0.58], [1.45, -0.40, -0.68], [2.98, 1.34, -0.74], [5.29, 2.19, -0.69], [7.18, 0.65, -0.27], [6.73, -1.75, 0.14], [4.42, -2.60, 0.13], [1.87, -0.75, -3.04], [1.79, -2.35, -3.79], [4.03, -3.85, -3.31], [6.46, -3.78, -3.69], [7.63, -1.61, -3.89], [6.34, 0.49, -3.72], [3.91, 0.42, -3.34]], "mulliken_charge": [0.6186, -0.5850, 1.0647, -0.8614, -0.5359, -0.3387, -0.3307, -0.7803, 1.6303, -1.0219, -0.4270, -0.2223, 0.1925, -0.5571, -0.1000, -0.7800, -0.1050, -0.3542, 0.2279, 0.2290, 0.2952, 0.4267, 0.4919, 0.2862, 0.4152, 0.3803, 0.4186, -0.5306, -0.2876, -0.9032, -0.3668, 0.3933, -0.5578, -0.5040, -0.8326, -0.1191, -0.1702, 0.3529, 0.3958, 0.2098, 0.4750, 0.3680, 0.1598, 0.4502, 0.3344, 0.4248, 0.4183, 0.3473, 0.0876, -0.6823, 0.1917, 0.4476, 0.1251, -0.2515, 0.0169, -0.2879, 0.3794, -0.5478, -0.6763, -0.5182, -0.6458, -0.2706, -1.1034, 0.7183, -0.2791, -0.6968, -0.4863, -0.6013, -0.3123, 0.1069, 0.5369, 0.4892, 0.4072, 0.4199, 0.4438, 0.4088, 0.3766, 0.4698, 0.3711, 0.4025, 0.4018, 0.4248, 0.3984]}



{"formula": "C5H13N2", "method": "the ωB97M-V functional and the def2-TZVPD basis", "total_charge": 1, "orbital_gap_ev": 10.35, "homo_energy_ev": -14.243, "multiplicity": 1, "lumo_ev": -3.891, "e_above_lowest_kj_mol": 294.2, "elements": ["C", "C", "C", "C", "C", "N", "N", "H", "H", "H", "H", "H", "H", "H", "H", "H", "H", "H", "H", "H"], "coordinates": [[-1.41, -0.43, 2.05], [-0.05, -0.49, 1.03], [-0.87, -0.07, -0.22], [1.24, 0.10, 1.36], [-2.06, -0.02, 0.64], [-0.48, 0.27, -1.38], [1.80, 0.35, -2.66], [-1.56, -1.54, 2.37], [-1.43, 0.23, 2.89], [0.16, -1.63, 0.97], [2.05, -0.54, 0.88], [1.46, -0.20, 2.39], [1.26, 1.25, 1.29], [-2.47, 1.01, 0.76], [-2.93, -0.63, 0.39], [0.45, 0.11, -1.73], [-1.06, 0.61, -2.20], [2.62, -0.11, -2.90], [2.00, 1.31, -2.44], [1.27, 0.43, -3.49]], "mulliken_charge": [-0.7458, 0.4279, 0.0379, -1.3016, -0.3202, -0.2564, -0.8897, 0.2426, 0.3668, 0.2572, 0.3163, 0.4089, 0.2978, 0.2614, 0.3609, 0.5070, 0.2938, 0.2179, 0.2638, 0.2534]}